Entry 1:
The following is a DFT calculation (ωB97M-V/def2-TZVPD) of a molecular structure, C14H32AgN5O11S in a non-equilibrium geometry.

```
64
C14H32AgN5O11S, DFT ωB97M-V/def2-TZVPD
Ag -0.33 -3.50 1.13
N 0.17 -0.25 -0.59
O 1.18 0.45 -0.71
O -0.95 0.17 -0.97
O 0.24 -1.43 -0.14
C -1.68 3.35 -2.20
C -0.16 3.42 -1.91
O 0.24 4.70 -2.32
S -1.04 5.74 -2.26
O -0.78 6.73 -3.26
O -1.39 6.05 -0.90
O -2.03 4.58 -2.85
H -2.30 3.29 -1.31
H -1.99 2.56 -2.88
H 0.34 2.66 -2.53
H 0.28 3.12 -0.95
C 5.07 2.00 0.60
C 5.52 0.91 -0.37
O 6.67 0.74 -0.72
N 4.49 0.13 -0.79
C 4.79 -0.96 -1.69
H 5.13 1.68 1.64
H 4.05 2.32 0.40
H 5.82 2.79 0.49
H 3.61 0.28 -0.32
H 5.37 -0.43 -2.46
H 3.95 -1.38 -2.24
H 5.46 -1.76 -1.36
C -0.05 -6.28 -2.46
C 0.56 -5.30 -1.46
O 0.10 -5.20 -0.33
N 1.65 -4.63 -1.89
C 2.39 -3.62 -1.15
H -0.36 -7.12 -1.83
H 0.69 -6.68 -3.15
H -0.86 -5.87 -3.05
H 2.05 -4.80 -2.79
H 3.44 -3.89 -1.17
H 1.97 -3.40 -0.17
H 2.27 -2.64 -1.62
C -0.43 1.30 2.28
C -1.54 2.30 2.43
O -2.03 2.57 3.53
N -1.96 2.88 1.29
C -3.07 3.82 1.18
H 0.35 1.54 2.99
H -0.02 1.40 1.27
H -0.74 0.27 2.43
H -1.61 2.42 0.46
H -2.69 4.82 1.04
H -3.62 3.68 2.12
H -3.84 3.49 0.49
C -3.58 -2.84 4.03
C -3.09 -1.90 2.96
O -1.89 -1.98 2.64
N -3.94 -1.14 2.30
C -3.55 -0.31 1.17
H -3.51 -2.50 5.07
H -2.94 -3.72 4.04
H -4.58 -3.19 3.80
H -4.93 -1.26 2.44
H -4.32 -0.21 0.41
H -2.65 -0.71 0.71
H -3.39 0.72 1.48
```

Output
- Energy above the lowest of the compared OMol25 structures with the same formula, charge and spin: 1.3862 eV
- LUMO: -0.8 eV

---

Entry 2:
The following is a DFT calculation (ωB97M-V/def2-TZVPD) of a molecular structure, C14H32AgN5O11S in a non-equilibrium geometry.

```
64
C14H32AgN5O11S, DFT ωB97M-V/def2-TZVPD
Ag -0.14 -0.20 -0.07
N 1.84 -1.56 2.56
O 2.16 -2.41 3.31
O 0.83 -1.58 1.87
O 2.58 -0.62 2.44
C -1.20 1.15 2.63
C -1.29 1.37 4.11
O -2.41 2.22 4.30
S -2.81 3.12 2.96
O -1.96 4.33 2.99
O -4.28 3.30 2.80
O -2.12 1.99 1.92
H -1.46 0.12 2.40
H -0.18 1.36 2.32
H -0.40 1.89 4.47
H -1.38 0.51 4.77
C -1.64 -2.41 -2.32
C -1.76 -2.81 -0.86
O -1.53 -1.96 -0.02
N -1.90 -4.10 -0.54
C -2.18 -4.55 0.87
H -1.68 -3.26 -3.00
H -0.81 -1.72 -2.48
H -2.55 -1.89 -2.60
H -1.92 -4.71 -1.35
H -2.65 -3.68 1.32
H -1.24 -4.83 1.33
H -2.85 -5.41 0.88
C -0.38 3.27 -1.87
C -1.46 2.22 -1.58
O -1.25 1.05 -1.69
N -2.58 2.63 -1.04
C -3.86 1.99 -0.65
H -0.80 4.22 -2.20
H 0.27 2.85 -2.64
H 0.19 3.48 -0.96
H -2.56 3.61 -0.78
H -3.88 1.43 0.29
H -4.27 1.37 -1.45
H -4.53 2.81 -0.40
C 1.89 -3.54 -0.44
C 1.83 -2.51 -1.46
O 1.46 -1.38 -1.29
N 2.11 -2.99 -2.68
C 1.99 -2.30 -3.95
H 0.96 -3.39 0.11
H 2.64 -3.15 0.24
H 2.07 -4.55 -0.80
H 2.47 -3.93 -2.78
H 2.04 -2.96 -4.82
H 2.81 -1.59 -3.92
H 0.97 -1.93 -4.04
C 3.60 1.68 -1.38
C 2.76 2.01 -0.13
O 1.72 1.49 0.11
N 3.24 2.89 0.73
C 2.65 3.27 2.02
H 4.64 1.97 -1.28
H 3.13 2.14 -2.25
H 3.45 0.61 -1.54
H 4.01 3.49 0.48
H 1.57 3.46 2.00
H 3.16 4.18 2.31
H 2.88 2.49 2.74
```

Output
- Energy above the lowest of the compared OMol25 structures with the same formula, charge and spin: 2.3917 eV
- LUMO: 0.4 eV

---

Entry 3:
The following is a DFT calculation (ωB97M-V/def2-TZVPD) of a molecular structure, C14H32BF6MgNO10S2 in a non-equilibrium geometry.

```
67
C14H32BF6MgNO10S2, DFT ωB97M-V/def2-TZVPD
Mg 0.94 -0.39 -1.61
C 3.50 -1.32 -4.48
F 4.09 -1.26 -5.70
F 3.75 -2.50 -3.92
F 3.97 -0.39 -3.65
S 1.58 -1.02 -4.73
O 1.49 0.42 -4.74
O 1.24 -1.65 -5.99
N 0.91 -1.49 -3.09
S 0.30 -2.87 -3.62
O -0.96 -2.54 -4.35
O 1.14 -3.87 -4.28
C -0.35 -3.70 -1.93
F -0.54 -5.04 -2.15
F 0.53 -3.54 -0.90
F -1.56 -3.15 -1.70
B -0.10 -0.66 0.04
H -0.78 -0.88 -0.77
H -0.51 -0.88 1.01
H 0.77 -1.28 -0.12
H 0.21 0.37 -0.03
C -1.49 0.89 -2.97
O -0.16 1.04 -2.53
C 0.26 2.39 -2.32
C 1.75 2.41 -1.93
O 1.97 1.15 -1.22
C 3.39 1.23 -0.93
C 3.80 -0.14 -0.49
O 3.05 -1.07 -1.16
C 3.44 -2.39 -0.76
H -2.10 1.32 -2.18
H -1.88 -0.13 -3.01
H -1.73 1.28 -3.96
H -0.39 2.87 -1.59
H 0.12 2.98 -3.22
H 1.83 3.30 -1.29
H 2.44 2.57 -2.75
H 3.66 1.88 -0.10
H 4.00 1.48 -1.80
H 3.54 -0.21 0.57
H 4.89 -0.24 -0.58
H 2.70 -3.16 -0.99
H 3.54 -2.50 0.32
H 4.30 -2.57 -1.41
C -3.37 3.87 1.87
O -3.74 2.52 1.68
C -2.69 1.45 1.66
C -2.28 0.83 3.05
O -2.00 1.79 4.05
C -1.48 1.32 5.30
C -2.44 0.41 6.13
O -2.08 -0.97 5.95
C -3.20 -1.88 6.10
H -4.05 4.59 1.42
H -2.41 4.00 1.36
H -3.38 4.16 2.92
H -1.79 1.86 1.22
H -3.24 0.72 1.07
H -1.32 0.32 2.91
H -3.11 0.26 3.46
H -1.29 2.14 6.00
H -0.50 0.88 5.15
H -3.48 0.71 6.02
H -2.19 0.70 7.15
H -2.84 -2.91 6.13
H -3.98 -1.77 5.35
H -3.71 -1.77 7.06
```

Output
- Energy above the lowest of the compared OMol25 structures with the same formula, charge and spin: 3.1181 eV
- LUMO: -0.1 eV

---

Entry 4:
The following is a DFT calculation (ωB97M-V/def2-TZVPD) of a molecular structure, C14H32BIN7O12 in a non-equilibrium geometry.

```
67
C14H32BIN7O12, DFT ωB97M-V/def2-TZVPD
C 2.98 -0.50 0.80
C 3.69 0.28 -0.27
O 4.30 -0.28 -1.07
O 3.65 1.65 -0.29
C 2.74 2.13 -1.29
C 1.29 2.09 -0.79
C 0.67 3.47 -0.52
C -0.86 3.36 -0.44
C -1.44 2.87 0.92
N -2.68 3.72 1.06
C -3.66 2.91 0.48
N -4.48 3.27 -0.48
N -3.57 1.60 1.02
C -2.08 1.46 0.97
I -1.66 0.71 3.02
C -1.52 0.34 0.09
B -2.24 0.14 -1.31
O -2.46 -1.14 -1.76
O -2.67 1.18 -2.10
H 3.02 -0.04 1.77
H 1.96 -0.73 0.54
H 3.51 -1.44 0.87
H 2.88 1.47 -2.14
H 2.99 3.14 -1.58
H 1.30 1.55 0.16
H 0.64 1.51 -1.44
H 1.10 3.99 0.33
H 0.88 4.07 -1.40
H -1.19 2.79 -1.31
H -1.26 4.36 -0.57
H -0.66 3.10 1.63
H -2.87 3.80 2.07
H -4.13 3.34 -1.43
H -5.46 3.40 -0.26
H -3.76 1.63 2.02
H -1.69 -0.59 0.62
H -0.45 0.41 0.01
H -1.62 -1.63 -1.87
H -3.53 1.00 -2.50
C -1.53 -3.30 -3.33
N -0.36 -2.70 -2.64
O 0.71 -3.23 -2.73
O -0.58 -1.67 -1.99
H -1.22 -4.20 -3.86
H -2.26 -3.53 -2.55
H -1.91 -2.56 -4.02
C 4.86 -3.43 -1.98
N 4.80 -4.21 -0.71
O 4.53 -3.60 0.31
O 5.01 -5.40 -0.78
H 4.65 -2.39 -1.76
H 5.86 -3.55 -2.38
H 4.12 -3.85 -2.66
C 3.01 1.04 5.63
N 2.04 1.77 4.76
O 1.33 2.61 5.27
O 2.03 1.47 3.58
H 2.90 1.42 6.64
H 2.77 -0.01 5.57
H 4.01 1.24 5.24
C -3.69 -3.21 0.46
N -3.92 -4.47 -0.28
O -4.82 -5.20 0.04
O -3.12 -4.64 -1.19
H -4.42 -3.06 1.25
H -2.69 -3.28 0.87
H -3.75 -2.42 -0.28
```

Output
- LUMO: -6.2 eV
- Total charge: +1

---

Entry 5:
The following is a DFT calculation (ωB97M-V/def2-TZVPD) of 2 unconnected molecules or ions with the total composition C14H32BN2O4S in a non-equilibrium geometry.

```
54
C14H32BN2O4S, DFT ωB97M-V/def2-TZVPD
C 2.41 0.36 1.59
N 1.98 0.19 0.21
C 0.93 -0.79 -0.02
C -0.35 -0.23 -0.71
C -1.24 -1.47 -0.87
B -2.60 -1.21 -1.64
O -2.66 -0.84 -2.98
O -3.81 -1.36 -0.98
C -0.95 0.78 0.27
C -1.81 1.94 -0.31
C -1.61 3.16 0.61
C -3.32 1.62 -0.24
N -1.49 2.27 -1.74
O -1.67 3.53 -1.98
C -0.14 1.86 -2.23
C -0.12 2.14 -3.74
C 0.99 2.70 -1.63
C 0.08 0.35 -2.07
H 3.23 -0.31 1.88
H 1.57 0.25 2.25
H 2.81 1.37 1.69
H 2.76 0.05 -0.41
H 0.66 -1.30 0.90
H 1.30 -1.57 -0.69
H -0.69 -2.28 -1.35
H -1.51 -1.82 0.13
H -2.97 0.09 -3.02
H -4.04 -2.29 -0.83
H -1.60 0.23 0.94
H -0.19 1.22 0.90
H -2.38 3.89 0.46
H -1.74 2.78 1.62
H -0.62 3.59 0.52
H -3.64 1.32 -1.24
H -3.54 0.77 0.39
H -3.91 2.49 0.02
H -0.03 3.20 -3.95
H -1.02 1.72 -4.18
H 0.72 1.62 -4.19
H 1.91 2.27 -2.01
H 0.95 3.72 -1.99
H 1.05 2.64 -0.55
H -0.45 -0.12 -2.89
H 1.14 0.21 -2.25
C 1.91 -4.16 4.78
S 2.17 -2.91 3.52
O 1.01 -2.97 2.59
C 3.54 -3.75 2.70
H 1.05 -3.85 5.38
H 1.69 -5.12 4.30
H 2.79 -4.24 5.41
H 3.22 -4.74 2.37
H 4.37 -3.84 3.40
H 3.84 -3.15 1.85
```

Output
- Energy above the lowest of the compared OMol25 structures with the same formula, charge and spin: 0.6427 eV
- <S²>: 0.75
- 2S+1: 2
- LUMO (alpha / beta): 0.5 / 0.4 eV

---

Entry 6:
The following is a DFT calculation (ωB97M-V/def2-TZVPD) of a molecular structure, C14H32BiN6O6S in a non-equilibrium geometry.

```
60
C14H32BiN6O6S, DFT ωB97M-V/def2-TZVPD
O 0.24 -1.54 -5.82
H 1.04 -1.98 -6.18
Bi -0.22 -1.57 -2.08
N -2.06 -0.56 -1.04
N -0.71 0.53 -2.97
N 1.09 -1.76 -0.24
N 1.91 -0.82 -2.47
O -2.62 -1.24 -0.11
O 0.57 -2.02 1.05
O 2.22 -0.05 -3.54
O 0.08 1.21 -3.75
C -1.89 1.14 -2.59
C -2.57 0.62 -1.47
C 2.42 -1.67 -0.36
C 2.89 -1.18 -1.61
C -3.65 1.27 -0.71
H -3.26 1.65 0.25
H -4.44 0.53 -0.49
H -4.06 2.10 -1.30
C -2.09 2.47 -3.19
H -2.17 2.40 -4.30
H -1.23 3.13 -2.96
H -3.01 2.94 -2.82
C 3.31 -1.92 0.80
C 4.33 -0.98 -1.94
H 2.75 -2.32 1.64
H 3.78 -0.97 1.11
H 4.11 -2.62 0.52
H 4.41 -0.43 -2.89
H 4.84 -1.95 -2.04
H 4.85 -0.42 -1.14
H 0.14 -1.15 1.27
H 1.34 0.53 -3.68
C -0.24 -2.33 -4.72
H -1.03 -1.69 -4.26
H 0.66 -2.59 -4.09
H -0.71 -3.27 -5.01
O -1.87 -4.16 0.98
H -0.95 -3.82 1.01
H -2.28 -3.46 0.38
C -1.80 -0.69 3.56
N -1.09 0.57 3.82
C -1.58 1.36 4.93
C -0.45 1.21 2.79
S -0.77 0.87 1.17
N 0.44 2.19 3.10
C 1.32 2.08 4.25
C 0.98 3.01 2.03
H -2.23 -1.02 4.51
H -1.08 -1.46 3.22
H -2.59 -0.62 2.79
H -0.76 1.90 5.36
H -2.35 2.07 4.61
H -2.00 0.67 5.65
H 2.36 1.97 3.93
H 1.28 3.00 4.83
H 1.09 1.24 4.90
H 1.67 2.42 1.41
H 0.16 3.36 1.41
H 1.51 3.84 2.49
```

Output
- Energy above the lowest of the compared OMol25 structures with the same formula, charge and spin: 0.0301 eV
- LUMO (alpha / beta): -5.1 / -5.1 eV
- Total charge: +1

---

Entry 7:
The following is a DFT calculation (ωB97M-V/def2-TZVPD) of a molecular structure, C14H32CdN6O6S in a non-equilibrium geometry.

```
60
C14H32CdN6O6S, DFT ωB97M-V/def2-TZVPD
O 0.18 -2.24 -6.02
H -0.58 -1.87 -5.52
Cd 0.12 0.03 -1.82
N 1.70 -1.21 -2.18
N -0.74 -2.02 -1.05
N 0.75 1.98 -1.60
N -1.31 1.01 -0.12
O 2.83 -0.69 -2.24
O 1.89 2.33 -2.38
O -2.58 0.50 0.36
O -1.79 -2.16 -0.36
C -0.03 -2.83 -1.74
C 1.25 -2.41 -2.34
C 0.09 2.83 -0.88
C -1.04 2.35 -0.15
C 2.16 -3.24 -3.14
H 2.32 -2.75 -4.11
H 1.79 -4.24 -3.31
H 3.13 -3.29 -2.62
C -0.63 -4.18 -1.87
H -1.62 -4.07 -2.34
H -0.77 -4.58 -0.86
H -0.03 -4.85 -2.45
C 0.55 4.22 -0.79
C -1.85 3.22 0.74
H 1.20 4.52 -1.62
H 1.11 4.37 0.14
H -0.32 4.87 -0.79
H -2.45 2.66 1.48
H -2.53 3.81 0.11
H -1.19 3.90 1.27
H 1.98 1.61 -3.07
H -2.48 -0.48 0.08
C -1.50 0.11 -3.08
H -1.63 -0.02 -4.16
H -1.46 1.17 -2.79
H -2.19 -0.45 -2.45
O 2.21 0.91 -5.61
H 1.94 0.06 -6.02
H 1.49 1.09 -4.97
C 1.05 2.04 4.98
C -0.16 1.62 4.20
N 0.24 1.20 2.89
C -0.02 0.01 2.36
S 0.10 0.03 0.64
N -0.23 -1.19 2.88
C 0.15 -1.62 4.20
C -1.06 -2.05 4.97
H 1.77 1.23 5.08
H 0.74 2.34 5.98
H 1.55 2.89 4.52
H -0.71 0.80 4.65
H -0.86 2.45 4.09
H 0.59 1.94 2.26
H -0.57 -1.94 2.25
H 0.86 -2.45 4.10
H 0.69 -0.79 4.66
H -1.55 -2.90 4.50
H -0.76 -2.34 5.97
H -1.79 -1.24 5.06
```

Output
- Energy above the lowest of the compared OMol25 structures with the same formula, charge and spin: 4.3850 eV
- LUMO (alpha / beta): -1.3 / -2.0 eV

---

Entry 8:
The following is a DFT calculation (ωB97M-V/def2-TZVPD) of a molecular structure, C14H32Cl2NO2P2Sn in a non-equilibrium geometry.

```
54
C14H32Cl2NO2P2Sn, DFT ωB97M-V/def2-TZVPD
C 4.10 2.51 0.75
C 2.79 2.08 0.26
H 4.43 3.41 0.21
H 4.86 1.72 0.63
H 4.04 2.76 1.82
O 2.00 2.53 -0.49
Cl 2.93 -1.54 3.63
Sn 2.43 -0.06 1.80
P 2.82 -0.88 -0.80
C 1.88 -0.11 -2.14
C 4.53 -0.79 -1.41
H 4.61 -1.40 -2.32
H 2.79 -2.98 -2.00
H 5.22 -1.19 -0.66
H 2.81 -3.23 -0.21
H 2.22 0.91 -2.30
H 4.80 0.25 -1.65
C 2.39 -2.64 -1.03
H 2.00 -0.71 -3.05
H 1.30 -2.74 -1.01
H 0.82 -0.08 -1.84
P 0.47 1.54 2.63
C -0.50 2.47 1.41
C -0.77 0.58 3.55
H 1.90 2.44 4.36
H 0.22 3.05 4.48
H 1.32 3.72 3.23
C 1.04 2.81 3.79
H -0.26 -0.16 4.19
H -1.36 1.27 4.17
H -1.37 2.90 1.91
H -0.81 1.80 0.60
H -1.41 0.03 2.85
H 0.12 3.26 0.97
Cl 0.47 -1.76 1.46
O -0.86 0.27 -0.74
C -1.97 -0.27 -0.82
C -3.13 0.42 -1.53
C -3.59 -0.34 -2.76
C -4.59 -1.45 -2.44
C -4.02 -2.59 -1.62
C -3.50 -2.17 -0.24
N -2.21 -1.49 -0.30
H -3.95 0.55 -0.81
H -2.76 1.41 -1.82
H -4.05 0.37 -3.45
H -2.72 -0.76 -3.29
H -5.45 -1.02 -1.92
H -4.96 -1.86 -3.39
H -4.80 -3.34 -1.45
H -3.20 -3.09 -2.17
H -4.25 -1.53 0.26
H -3.36 -3.06 0.38
H -1.46 -1.82 0.32
```

Output
- LUMO (alpha / beta): -12.4 / -13.4 eV
- Total charge: +3